A cluster of 13 separate species, C44H119N5O13 in total. Source: the Open Molecules 2025 dataset; level of theory: wB97M-V/def2-TZVPD.

Calculated values
HOMO (Ha): -0.35028
Relative energy (zero: lowest compared OMol25 entry of this formula, charge and spin) (kcal/mol): 0.0

ORCA input file:
```
! wB97M-V def2-TZVPD RIJCOSX def2/J DEFGRID3
* xyz 0 1
C 0.05 1.20 5.88
C -1.32 1.34 5.12
C -2.08 2.46 5.79
O -1.08 1.74 3.73
H -0.09 0.84 6.94
H 0.55 2.18 5.91
H 0.80 0.50 5.47
H -1.81 0.36 5.14
H -1.52 3.38 5.86
H -2.45 2.09 6.77
H -2.94 2.75 5.27
H -0.88 0.86 3.29
C 0.76 -1.47 -3.38
C 0.37 -0.43 -4.42
C 1.55 0.22 -5.14
O -0.55 -1.04 -5.38
H 1.08 -2.37 -3.91
H -0.05 -1.84 -2.78
H 1.59 -1.11 -2.74
H -0.23 0.32 -3.91
H 1.15 0.87 -5.88
H 2.19 -0.52 -5.63
H 2.22 0.77 -4.46
H -0.22 -1.93 -5.59
C 2.45 4.83 2.81
C 1.52 4.44 1.69
C 0.11 4.13 2.17
O 1.58 5.52 0.72
H 2.45 3.96 3.47
H 2.11 5.71 3.36
H 3.51 4.91 2.48
H 1.94 3.50 1.25
H -0.19 4.91 2.89
H 0.04 3.18 2.67
H -0.66 4.23 1.39
H 1.01 5.31 -0.02
C 4.88 0.55 -2.68
C 4.06 1.79 -2.48
C 4.29 2.39 -1.12
O 4.39 2.69 -3.55
H 4.59 -0.03 -3.55
H 4.77 -0.15 -1.83
H 5.93 0.75 -2.76
H 2.98 1.58 -2.48
H 4.07 1.72 -0.31
H 3.67 3.26 -1.00
H 5.37 2.65 -0.96
H 4.09 3.55 -3.22
C 3.94 -3.08 -1.13
C 4.12 -2.03 -0.04
C 2.95 -1.10 0.05
O 4.42 -2.55 1.25
H 3.72 -2.64 -2.11
H 3.03 -3.68 -0.84
H 4.73 -3.86 -1.31
H 4.99 -1.39 -0.27
H 2.78 -0.70 -0.95
H 3.00 -0.27 0.74
H 1.96 -1.59 0.24
H 3.75 -3.22 1.36
C -4.28 3.57 -5.23
C -3.26 3.50 -4.15
C -2.63 2.11 -4.08
O -2.32 4.55 -4.37
H -4.65 4.57 -5.36
H -5.10 2.93 -5.00
H -3.89 3.20 -6.18
H -3.70 3.63 -3.16
H -2.13 1.86 -5.05
H -3.52 1.46 -3.93
H -1.96 1.99 -3.21
H -1.81 4.41 -5.17
C 3.87 0.82 5.35
C 3.53 0.85 3.83
C 4.77 1.19 3.05
O 2.98 -0.43 3.43
H 3.99 1.81 5.79
H 4.84 0.31 5.41
H 3.11 0.27 5.90
H 2.76 1.62 3.67
H 4.97 2.23 3.33
H 4.54 1.19 2.00
H 5.69 0.51 3.15
H 3.73 -1.00 3.18
C -4.71 -5.67 1.50
C -4.24 -4.25 1.56
C -5.18 -3.37 0.77
O -4.16 -3.83 2.93
H -5.75 -5.81 1.81
H -4.09 -6.38 2.04
H -4.57 -5.98 0.47
H -3.25 -4.10 1.08
H -6.21 -3.52 1.22
H -5.22 -3.74 -0.26
H -4.88 -2.33 0.81
H -4.98 -3.40 3.17
C -0.15 -7.38 -1.47
C -0.96 -6.66 -2.51
C -0.81 -5.14 -2.37
O -1.36 -4.80 -1.11
C -1.31 -3.41 -0.98
N -0.53 -7.04 -3.86
H -0.44 -6.99 -0.50
H 0.93 -7.37 -1.49
H -0.38 -8.45 -1.53
H -1.99 -6.98 -2.31
H -1.37 -4.65 -3.18
H 0.20 -4.77 -2.40
H -1.88 -2.91 -1.75
H -0.27 -3.05 -1.00
H -1.74 -3.18 -0.02
H -1.25 -6.80 -4.55
H -0.55 -8.04 -3.91
C 3.46 -4.01 4.15
C 2.10 -4.29 3.53
C 1.08 -4.01 4.61
O -0.25 -4.17 4.05
C -1.30 -3.87 4.89
N 1.87 -3.54 2.33
H 3.67 -4.70 4.99
H 3.59 -3.00 4.48
H 4.27 -4.19 3.46
H 2.10 -5.34 3.25
H 1.22 -2.99 4.99
H 1.25 -4.71 5.43
H -1.26 -4.40 5.86
H -2.25 -4.16 4.48
H -1.25 -2.80 5.19
H 1.02 -3.94 2.00
H 1.69 -2.61 2.64
C -7.22 1.72 -1.95
C -6.36 0.44 -1.98
C -5.21 0.55 -0.93
O -4.54 1.75 -1.11
C -3.40 1.89 -0.24
N -7.16 -0.77 -1.79
H -7.96 1.68 -2.79
H -6.56 2.58 -2.16
H -7.67 1.83 -0.99
H -5.82 0.33 -2.93
H -4.57 -0.34 -0.98
H -5.57 0.56 0.08
H -2.76 1.03 -0.44
H -3.79 1.96 0.80
H -2.84 2.82 -0.46
H -7.62 -0.98 -2.67
H -7.86 -0.56 -1.12
C 1.51 5.02 -4.24
C 1.70 5.03 -2.72
C 2.77 6.06 -2.31
O 4.01 5.58 -2.83
C 5.03 5.84 -1.87
N 0.38 5.32 -2.13
H 2.35 4.67 -4.79
H 1.28 6.04 -4.55
H 0.68 4.39 -4.50
H 2.04 4.06 -2.37
H 2.76 6.18 -1.25
H 2.49 7.07 -2.72
H 5.84 5.25 -2.23
H 4.72 5.47 -0.92
H 5.18 6.91 -1.82
H 0.16 6.26 -2.44
H -0.36 4.79 -2.50
C -2.32 -1.15 1.47
C -0.85 -0.86 1.45
C -0.56 0.52 0.82
O -0.64 0.30 -0.52
C -0.17 1.41 -1.24
N -0.42 -0.87 2.84
H -2.52 -2.14 1.94
H -2.80 -1.20 0.52
H -2.89 -0.42 2.05
H -0.32 -1.54 0.78
H 0.51 0.78 1.08
H -1.15 1.38 1.18
H -0.27 1.14 -2.29
H 0.89 1.58 -1.01
H -0.75 2.34 -1.03
H 0.57 -0.85 2.99
H -0.82 -1.68 3.29
*
```

=====

A cluster of 2 separate species, C2H3NS in total. Source: the Open Molecules 2025 dataset; level of theory: wB97M-V/def2-TZVPD.

Calculated values
HOMO (Ha): -0.33794
SMILES string: C#N.C=S
Relative energy (zero: lowest compared OMol25 entry of this formula, charge and spin) (kcal/mol): 36.2

ORCA input file:
```
! wB97M-V def2-TZVPD RIJCOSX def2/J DEFGRID3
* xyz 0 1
C -1.45 -0.70 0.88
C 1.06 0.55 -0.76
N -2.37 -0.56 0.23
S 1.88 1.09 0.53
H -0.56 -1.03 1.38
H 1.34 -0.37 -1.22
H 0.11 1.03 -1.03
*
```

=====

A cluster of 2 separate species, C4H10NS in total. Source: the Open Molecules 2025 dataset; level of theory: wB97M-V/def2-TZVPD.

Calculated values
HOMO (Ha): -0.09535
Relative energy (zero: lowest compared OMol25 entry of this formula, charge and spin) (kcal/mol): 3.3

ORCA input file:
```
! wB97M-V def2-TZVPD RIJCOSX def2/J DEFGRID3
* xyz -1 1
C 1.47 0.49 -2.01
C 0.54 1.44 -2.11
N -0.34 1.84 -1.13
H 1.63 -0.03 -1.08
H 2.07 0.23 -2.88
H 0.44 1.99 -3.05
H -0.12 1.53 -0.17
H -0.65 2.80 -1.21
C -1.37 -1.58 1.64
C 0.10 -1.17 1.75
S 0.31 0.63 1.88
H -1.82 -1.13 0.75
H -1.92 -1.18 2.50
H -1.50 -2.66 1.62
H 0.63 -1.52 0.86
H 0.54 -1.68 2.61
*
```

=====

An isolated molecule of C2H3Cl2FN2. Source: the Open Molecules 2025 dataset; level of theory: wB97M-V/def2-TZVPD.

Calculated values
HOMO (Ha): -0.36819
SMILES string: [H]/N=C(\N)C(F)(Cl)Cl
Relative energy (zero: lowest compared OMol25 entry of this formula, charge and spin) (kcal/mol): 11.5

ORCA input file:
```
! wB97M-V def2-TZVPD RIJCOSX def2/J DEFGRID3
* xyz 0 1
C 0.40 0.27 -0.16
C -0.03 -1.07 0.49
H -0.76 1.79 -0.84
H -1.40 0.92 0.48
H 1.63 1.09 -1.49
N -0.50 1.24 0.05
N 1.46 0.19 -0.98
F 0.94 -1.92 0.36
Cl -1.55 -1.65 -0.13
Cl -0.19 -0.86 2.23
*
```

=====

An isolated molecule of C5H8O2. Source: the Open Molecules 2025 dataset; level of theory: wB97M-V/def2-TZVPD.

Calculated values
HOMO (Ha): -0.35968
SMILES string: C[C@@]1(O)C[C@H]2O[C@H]21
Relative energy (zero: lowest compared OMol25 entry of this formula, charge and spin) (kcal/mol): 62.3

ORCA input file:
```
! wB97M-V def2-TZVPD RIJCOSX def2/J DEFGRID3
* xyz 0 1
C 1.48 0.61 -0.33
C 0.31 -0.14 0.36
O 0.80 -0.68 1.56
C -1.02 0.66 0.51
C -1.67 -0.36 -0.43
O -0.90 -0.39 -1.63
C -0.45 -1.15 -0.52
H 1.12 0.82 -1.33
H 1.74 1.55 0.17
H 2.43 0.04 -0.43
H 1.68 -0.37 1.36
H -1.41 0.63 1.53
H -0.98 1.69 0.14
H -2.71 -0.66 -0.50
H -0.29 -2.22 -0.65
*
```

=====

A structure of composition C31H47CsN11OS. Source: the Open Molecules 2025 dataset; level of theory: wB97M-V/def2-TZVPD.

Calculated values
HOMO (Ha): -0.37989
Relative energy (zero: lowest compared OMol25 entry of this formula, charge and spin) (kcal/mol): 16.6

ORCA input file:
```
! wB97M-V def2-TZVPD RIJCOSX def2/J DEFGRID3
* xyz 1 1
Cs 0.07 -1.19 0.00
N -1.97 1.06 -1.57
C -3.37 1.35 -1.24
C -3.62 0.85 0.16
N -3.41 -0.58 0.34
C -3.83 -0.98 1.66
C -2.91 -0.51 2.79
N -1.55 -1.08 2.81
C -4.01 -1.41 -0.72
C -3.15 -1.87 -1.90
N -2.14 -2.86 -1.46
H -1.38 1.45 -0.93
H -1.75 1.46 -2.48
H -4.00 0.87 -1.99
H -3.66 2.40 -1.31
H -4.55 1.19 0.57
H -2.83 1.35 0.81
H -3.88 -2.07 1.65
H -4.88 -0.61 1.80
H -3.44 -0.78 3.71
H -2.85 0.62 2.72
H -1.33 -1.68 3.61
H -0.93 -0.29 2.87
H -4.91 -0.90 -1.12
H -4.44 -2.26 -0.19
H -2.56 -1.05 -2.34
H -3.82 -2.27 -2.67
H -1.58 -3.17 -2.27
H -2.65 -3.69 -1.23
C 2.96 0.79 -2.74
N 2.13 -0.45 -2.69
C 2.69 -1.43 -3.57
C 2.22 -2.84 -3.24
N 1.22 -3.07 -2.43
C 1.19 -4.47 -2.37
C 0.36 -5.22 -1.53
C 0.63 -6.58 -1.51
C 1.71 -7.14 -2.25
C 2.45 -6.42 -3.10
C 2.10 -5.04 -3.22
N 2.75 -3.95 -3.85
C 2.10 1.98 -2.43
N 1.23 1.97 -1.43
C 0.74 3.26 -1.31
C -0.09 3.83 -0.39
C -0.28 5.21 -0.43
C 0.34 6.01 -1.38
C 1.15 5.45 -2.39
C 1.37 4.09 -2.31
N 2.22 3.23 -2.99
H 3.40 0.91 -3.71
H 3.76 0.75 -2.02
H 1.22 -0.15 -2.97
H 3.76 -1.35 -3.47
H 2.43 -1.24 -4.62
H -0.26 -4.64 -0.90
H 0.02 -7.26 -0.97
H 1.89 -8.16 -2.12
H 3.32 -6.91 -3.60
H 3.67 -4.00 -4.30
H -0.49 3.20 0.38
H -0.85 5.70 0.33
H 0.28 7.06 -1.31
H 1.61 6.07 -3.13
H 2.55 3.38 -3.94
O -0.13 1.67 2.44
C 0.56 2.54 2.99
C 1.84 2.10 3.71
C 3.11 2.70 3.17
C 3.36 4.21 3.38
C 2.35 5.11 2.69
C 1.00 5.01 3.31
N 0.16 3.85 2.90
H 1.90 0.99 3.52
H 1.79 2.26 4.80
H 3.25 2.55 2.11
H 3.99 2.12 3.50
H 4.36 4.35 3.00
H 3.44 4.52 4.43
H 2.20 4.89 1.61
H 2.67 6.13 2.82
H 0.48 5.92 3.10
H 1.07 4.95 4.38
H -0.62 4.06 2.29
S -1.09 -4.53 4.34
C -2.11 -5.01 2.98
C -1.47 -4.68 1.81
N -0.24 -4.03 1.90
C 0.02 -3.90 3.16
H -3.04 -5.53 3.06
H -1.90 -4.88 0.88
H 0.87 -3.29 3.57
*
```